A structure of composition C16H38AlB3N2O12 at a distorted geometry. Source: OMol25; level of theory: wB97M-V/def2-TZVPD.

XYZ file:
```
72
Properties=species:S:1:pos:R:3:lowdin_charge:R:1
Al -0.579 -0.636 -0.666 1.436
B 1.353 -1.042 1.577 -0.347
H 0.460 -0.695 2.074 -0.051
H 1.639 -0.334 0.815 -0.055
H 2.202 -1.139 2.236 0.024
H 1.188 -2.017 1.147 -0.055
B -2.604 0.670 -2.510 -0.321
H -2.172 -0.143 -3.073 -0.057
H -3.324 1.188 -3.123 0.024
H -3.031 0.279 -1.599 -0.087
H -1.849 1.381 -2.210 -0.068
O -0.774 1.382 1.383 0.044
C -0.976 2.360 2.111 -0.287
O -0.543 3.591 1.848 0.228
B -0.887 4.486 2.961 -0.862
O -1.765 3.738 3.860 0.228
C -1.816 2.437 3.484 -0.264
O -2.352 1.438 4.025 0.086
O -1.695 5.683 2.607 0.214
C -0.940 6.752 2.891 -0.384
O -1.202 7.885 2.555 0.140
C 0.323 6.349 3.642 -0.371
O 0.323 5.033 3.660 0.223
O 1.137 7.182 4.057 0.117
C 4.309 -3.335 -4.177 -0.060
O 3.524 -2.640 -3.153 -0.215
C 4.276 -1.842 -2.249 -0.211
C 3.343 -1.257 -1.232 -0.194
N 2.269 -0.479 -1.906 -0.005
C 2.672 0.925 -1.804 -0.199
C 1.639 1.808 -2.462 -0.184
O 0.569 1.984 -1.516 -0.249
C 0.013 3.281 -1.494 -0.090
H 4.932 -4.137 -3.781 0.086
H 4.900 -2.669 -4.806 0.086
H 3.636 -3.849 -4.863 0.085
H 4.757 -1.108 -2.895 0.128
H 4.988 -2.430 -1.670 0.134
H 3.946 -0.665 -0.544 0.134
H 2.840 -1.976 -0.586 0.094
H 2.404 -0.751 -2.869 0.105
H 3.620 1.044 -2.329 0.127
H 2.962 1.252 -0.805 0.138
H 1.328 1.419 -3.431 0.132
H 2.096 2.765 -2.716 0.126
H 0.765 4.052 -1.325 0.103
H -0.666 3.292 -0.641 0.079
H -0.636 3.556 -2.326 0.095
C 1.114 -4.114 -1.029 -0.070
O 0.080 -3.509 -0.246 -0.289
C -0.468 -4.329 0.757 -0.196
C -1.173 -3.468 1.836 -0.192
N -2.152 -2.573 1.230 -0.007
C -2.893 -1.846 2.291 -0.167
C -4.011 -0.992 1.698 -0.202
O -3.448 -0.060 0.780 -0.249
C -4.285 1.066 0.396 -0.071
H 1.941 -4.478 -0.419 0.101
H 1.542 -3.346 -1.673 0.064
H 0.706 -4.938 -1.615 0.099
H 0.342 -4.894 1.218 0.130
H -1.190 -5.032 0.341 0.124
H -0.404 -2.859 2.312 0.100
H -1.527 -4.046 2.689 0.132
H -2.786 -3.200 0.756 0.122
H -2.158 -1.098 2.591 0.116
H -3.205 -2.364 3.198 0.136
H -4.538 -0.502 2.517 0.129
H -4.666 -1.707 1.199 0.120
H -3.667 1.852 -0.038 0.086
H -4.643 1.517 1.321 0.090
H -5.111 0.850 -0.281 0.095
```

HOMO energy   -8.930 eV
2S+1   1
LUMO   -5.62 eV